132
Properties=species:S:1:pos:R:3 method="wB97M-V/def2-TZVPD" multiplicity=3 e_homo_ev="-11.34 / -11.34" total_charge=+2 de_lowest_kcal_mol=0.0 molar_mass_g_mol=897.34
Pd 3.6050 0.1307 6.5111
Ag 3.5065 -4.0064 3.3483
C -1.0845 -0.7694 2.6829
C 0.2304 -0.3155 2.1798
C 0.0866 1.1525 1.8190
O 1.1669 -0.4960 3.2007
H -1.9423 -0.5348 2.0526
H -1.3265 -0.4982 3.7105
H -1.0938 -1.8591 2.6574
H 0.5460 -0.9246 1.3327
H -0.5328 1.2578 0.9283
H 1.0172 1.6239 1.5030
H -0.2543 1.6760 2.7122
C -10.5860 -0.5339 0.6866
C -10.2207 -2.0569 0.4732
C -9.5432 -2.7106 1.6808
O -8.2781 -2.1464 2.0803
C -7.7162 -2.6004 3.2156
N -11.4354 -2.6963 -0.0126
H -9.8228 0.2384 0.7812
H -11.2937 -0.3100 1.4848
H -10.9247 -0.2908 -0.3205
H -9.4707 -2.2625 -0.2905
H -9.5093 -3.7997 1.6507
H -10.2227 -2.4639 2.4965
H -8.5102 -2.7356 3.9500
H -7.0216 -1.8736 3.6366
H -6.9966 -3.3903 3.0001
H -11.2096 -3.5967 -0.4106
H -11.7989 -2.1998 -0.8135
C 3.8050 -4.5541 -7.8650
C 2.5214 -4.0208 -8.5048
C 1.8766 -2.9043 -7.6267
O 1.7711 -3.3971 -6.2905
C 1.5798 -2.3880 -5.3343
N 2.7168 -3.6621 -9.8195
H 4.6796 -3.9182 -8.0024
H 3.8578 -5.5936 -8.1888
H 3.6957 -4.6817 -6.7880
H 1.8018 -4.8394 -8.5198
H 0.8373 -2.6673 -7.8541
H 2.4246 -1.9721 -7.7635
H 0.6576 -1.8098 -5.3939
H 2.3781 -1.6786 -5.5521
H 1.7685 -2.8066 -4.3458
H 3.6530 -3.2831 -9.8067
H 2.0909 -2.8795 -9.9457
C 7.8157 2.0653 2.7826
C 7.1098 0.7713 2.6605
C 7.8932 -0.3099 1.8345
O 7.2661 -1.6311 1.8309
C 8.1537 -2.6610 1.5459
N 7.0380 0.2994 3.9997
H 7.3576 2.6693 3.5658
H 7.8053 2.6689 1.8750
H 8.7794 1.7955 3.2146
H 6.1101 0.8705 2.2376
H 8.8879 -0.3826 2.2741
H 8.0180 0.0617 0.8174
H 8.9058 -2.8089 2.3209
H 8.6720 -2.6252 0.5877
H 7.4838 -3.5207 1.5564
H 7.8661 0.6148 4.4845
H 7.1784 -0.7005 4.0242
C 4.0596 5.9629 -4.9020
C 5.2398 5.6359 -3.9393
C 5.1275 6.3179 -2.5696
O 4.0386 5.9403 -1.7382
C 3.7926 6.8153 -0.5742
N 5.3243 4.1974 -3.6381
H 3.1987 5.7097 -4.2832
H 4.1908 5.3836 -5.8160
H 4.1718 7.0286 -5.1009
H 6.1844 6.0629 -4.2762
H 5.1677 7.4032 -2.6634
H 6.0202 6.0183 -2.0207
H 2.8823 6.3910 -0.1506
H 3.5394 7.8381 -0.8532
H 4.5400 6.7536 0.2168
H 4.4960 3.7448 -3.9976
H 5.0283 4.0785 -2.6798
C -1.0206 2.0905 9.3502
C -0.1496 1.9098 8.1581
C 0.6775 3.2030 7.8165
O 1.5007 2.9311 6.7391
C 2.2516 3.9791 6.2011
N 0.8609 0.8733 8.4876
H -0.3707 1.9372 10.2117
H -1.8311 1.3617 9.3362
H -1.5127 3.0623 9.3108
H -0.6467 1.6197 7.2324
H 1.3303 3.4648 8.6493
H 0.0418 4.0738 7.6567
H 2.8849 4.4792 6.9339
H 1.5824 4.7521 5.8231
H 2.8005 3.4979 5.3916
H 0.2968 0.0532 8.6587
H 1.4095 1.2296 9.2571
C -4.6677 2.9899 -0.9206
C -4.0224 4.3582 -1.1885
C -3.3436 4.3150 -2.6614
O -2.6425 5.5380 -2.9436
C -1.6600 5.9151 -2.0302
N -5.1154 5.3007 -1.1958
H -5.3351 2.9716 -0.0589
H -3.9205 2.1999 -0.8446
H -5.4334 2.7202 -1.6479
H -3.2847 4.4658 -0.3933
H -4.1125 4.0452 -3.3854
H -2.5083 3.6282 -2.7979
H -2.0118 6.2368 -1.0500
H -0.9738 6.6753 -2.4034
H -1.1010 5.0269 -1.7359
H -4.9060 6.2761 -1.0384
H -5.6681 5.3092 -2.0411
C -2.4845 -5.6399 -1.2885
C -3.0016 -7.0088 -1.6189
C -2.0869 -8.2793 -1.2304
O -0.8131 -8.2869 -1.8235
C -0.9147 -8.5603 -3.2100
N -4.2839 -7.1271 -0.9310
H -1.4285 -5.7157 -1.0293
H -2.9866 -5.0501 -0.5216
H -2.5193 -5.0353 -2.1947
H -3.1289 -7.0102 -2.7014
H -2.5666 -9.2507 -1.3504
H -1.8544 -8.2945 -0.1656
H -1.1631 -7.6402 -3.7388
H -1.7000 -9.3089 -3.3146
H 0.0549 -8.8937 -3.5799
H -4.3227 -7.3108 0.0614
H -5.0215 -6.4882 -1.1918


134
Properties=species:S:1:pos:R:3 method="wB97M-V/def2-TZVPD" multiplicity=2 e_homo_ev="0.44 / -7.20" total_charge=-1 molar_mass_g_mol=731.01
C -3.0839 2.6232 3.3978
C -3.3092 1.6910 4.5261
C -2.3513 0.5750 4.4041
O -3.3046 2.5623 5.6435
H -3.0511 2.1937 2.3965
H -2.1743 3.1808 3.6209
H -3.8162 3.4271 3.4728
H -4.2911 1.2210 4.4708
H -1.3192 0.9252 4.3866
H -2.4972 -0.0368 3.5138
H -2.5402 -0.2107 5.1355
H -3.7835 2.0843 6.3244
C 1.4079 5.8478 0.2477
C 0.4493 4.6756 0.3751
C -0.9679 5.1526 0.5827
O 0.3855 3.8327 -0.8398
H 1.2338 6.0999 -0.7983
H 2.4290 5.6402 0.5674
H 1.2338 6.6872 0.9209
H 0.6851 4.1000 1.2702
H -0.9116 5.9694 1.3022
H -1.4724 4.2530 0.9350
H -1.4819 5.6161 -0.2594
H -0.2042 3.1023 -0.6388
C -1.5836 -0.7125 0.6820
C -0.5221 0.3900 0.8153
C 0.8398 -0.0904 1.3381
O -0.4079 0.9910 -0.4105
H -1.6080 -1.2902 1.6060
H -1.3591 -1.4079 -0.1268
H -2.5372 -0.2579 0.4138
H -0.8910 1.1194 1.5364
H 1.4290 0.8225 1.4252
H 1.3678 -0.8439 0.7537
H 0.7585 -0.4364 2.3685
H -0.3050 0.2618 -1.0264
C 4.2840 -0.9079 2.1911
C 5.0899 -1.4056 0.9551
C 5.3472 -2.9151 1.0432
O 4.2675 -1.1445 -0.1791
H 4.0360 0.1409 2.0276
H 4.9799 -0.9372 3.0295
H 3.3434 -1.3902 2.4571
H 6.0070 -0.8601 0.7325
H 4.5916 -3.5689 1.4786
H 6.2272 -3.1244 1.6514
H 5.4780 -3.3060 0.0341
H 4.0126 -0.2198 -0.2198
C -1.0089 -4.3336 -1.1417
C -0.1418 -5.4403 -0.6519
C 0.6539 -6.1126 -1.6597
O 0.8608 -4.9300 0.2085
H -1.4328 -3.6789 -0.3802
H -1.8390 -4.6360 -1.7801
H -0.2957 -3.7782 -1.7508
H -0.8474 -6.1150 -0.1671
H -0.0686 -6.4592 -2.3987
H 1.3488 -6.8992 -1.3658
H 1.1890 -5.3894 -2.2751
H 1.3268 -4.2214 -0.2412
C -5.2389 -3.5715 -2.9735
C -5.9558 -2.4884 -2.1702
C -5.0410 -1.2732 -1.6732
O -7.0126 -2.0642 -3.0294
H -4.6417 -3.0853 -3.7449
H -6.0227 -4.2206 -3.3640
H -4.5069 -4.0596 -2.3301
H -6.3340 -2.8928 -1.2313
H -4.9019 -0.5508 -2.4775
H -4.0201 -1.6206 -1.5151
H -5.3951 -0.6639 -0.8417
H -7.4912 -2.7958 -3.4261
C 2.6094 2.6112 4.9246
C 3.3685 2.9428 3.6173
C 3.0303 4.2845 2.9981
O 4.6930 2.9529 4.0434
H 1.5355 2.5233 4.7598
H 2.8604 3.3051 5.7268
H 2.9263 1.6577 5.3472
H 3.2934 2.0899 2.9428
H 1.9445 4.3069 3.0908
H 3.4602 4.3622 1.9994
H 3.4272 5.1522 3.5250
H 5.1884 3.0569 3.2277
C -3.0336 -4.1382 1.8944
C -4.0111 -3.0831 1.2044
O -4.6047 -2.1774 2.1720
O -3.6851 -4.9223 2.8793
H -2.1613 -3.7094 2.3878
H -2.5895 -4.7567 1.1144
H -4.8753 -3.5194 0.7035
H -3.5941 -2.5430 0.3544
H -4.9631 -2.7755 2.8319
H -3.4505 -4.6365 3.7652
C -3.7589 2.2791 -2.6142
C -3.2047 2.5552 -1.1696
O -4.0671 3.4511 -0.5275
O -3.0988 1.1233 -3.1925
H -3.6447 3.1826 -3.2132
H -4.8437 2.1858 -2.6663
H -2.2355 2.9712 -1.4448
H -3.0748 1.5409 -0.7923
H -4.8910 3.0069 -0.3143
H -3.6509 0.6686 -3.8328
C 1.0272 0.6871 -5.2632
C 0.8040 0.6308 -3.6438
O -0.3758 -0.1101 -3.1931
O 0.0557 1.2956 -6.0876
H 1.2643 -0.2871 -5.6908
H 1.9236 1.1657 -5.6575
H 0.5733 1.6455 -3.3192
H 1.7120 0.2992 -3.1401
H -1.1494 0.4553 -3.2515
H 0.0991 2.2310 -5.8762
C 3.7351 1.8974 -1.8732
C 4.4089 3.2618 -1.6896
O 5.4535 3.3214 -0.7510
O 3.3125 1.2984 -0.6775
H 4.4674 1.1890 -2.2605
H 2.8880 2.0508 -2.5418
H 3.6466 4.0206 -1.5125
H 4.9794 3.5306 -2.5786
H 5.5973 4.2659 -0.6563
H 3.1649 2.0086 -0.0486
C 2.5917 -2.7014 -2.4010
C 3.8147 -3.4359 -2.9770
O 5.0380 -3.0526 -2.3824
O 2.5597 -3.0276 -1.0298
H 1.6393 -2.8153 -2.9187
H 2.9176 -1.6657 -2.4972
H 3.8225 -3.1434 -4.0270
H 3.7829 -4.5209 -2.8776
H 4.9267 -2.9209 -1.4380
H 3.1276 -2.3619 -0.6350


146
Properties=species:S:1:pos:R:3 method="wB97M-V/def2-TZVPD" e_homo_ev=-8.39 total_charge=0 smiles="COC[C@H](C)N.COC[C@H](C)N.COCCNCCOC.COCCNCCOC.COCCNCCOC.NC(N)=O.NC(N)=O.NC(N)=O.NC(N)=O.NC(N)=O" de_lowest_kcal_mol=309.4 molar_mass_g_mol=878.13
C 17.8546 -4.2524 -0.6252
O 17.0705 -5.4327 -1.0229
C 17.2704 -6.6521 -0.2720
C 16.1214 -7.7571 -0.2419
C 15.6163 -8.2823 -1.6488
N 14.9669 -7.0999 0.3094
H 17.4456 -3.2929 -0.9419
H 18.9128 -4.4383 -0.8092
H 17.8598 -4.0124 0.4380
H 18.2171 -7.1167 -0.5474
H 17.4511 -6.3736 0.7662
H 16.5888 -8.5526 0.3385
H 16.5109 -8.6404 -2.1583
H 15.1569 -7.5589 -2.3226
H 14.9679 -9.1572 -1.6023
H 15.2693 -6.8383 1.2369
H 14.8821 -6.2165 -0.1729
C 21.1150 2.9281 11.4713
O 22.3117 2.8038 10.7379
C 22.1462 2.5101 9.3296
C 21.2848 1.2590 8.9337
C 21.8007 0.0328 9.7254
N 21.3113 0.8858 7.5666
H 21.4267 3.2504 12.4648
H 20.4546 2.0676 11.5785
H 20.4383 3.6748 11.0559
H 21.7726 3.4463 8.9148
H 23.1308 2.3556 8.8884
H 20.2921 1.4936 9.3179
H 21.9254 0.2575 10.7846
H 22.7969 -0.2566 9.3906
H 21.1341 -0.8260 9.6472
H 22.1788 1.2699 7.2201
H 21.3794 -0.1214 7.5368
C 8.4486 1.7623 11.1950
O 9.0887 2.3457 10.0677
C 10.0601 3.3560 10.2361
C 10.6678 3.6622 8.8151
N 11.5563 2.5835 8.2490
C 12.5198 3.0570 7.2508
C 13.5619 1.9328 7.0947
O 12.8082 0.7059 6.6861
C 13.7624 -0.3665 6.4268
H 9.1440 1.3353 11.9177
H 7.6825 1.1382 10.7349
H 7.9576 2.5221 11.8031
H 10.9167 2.9965 10.8064
H 9.5666 4.1556 10.7885
H 11.3419 4.5090 8.9441
H 9.8899 3.8540 8.0761
H 10.9812 1.8840 7.8018
H 13.1293 3.8497 7.6846
H 12.0331 3.3735 6.3283
H 14.2086 1.8047 7.9627
H 14.2243 2.2440 6.2869
H 13.1775 -1.1873 6.0120
H 14.3861 -0.6657 7.2692
H 14.5556 -0.1209 5.7206
C 27.5888 -9.6003 6.1219
O 27.5386 -8.4228 6.9433
C 28.5096 -7.4367 6.6210
C 28.6159 -6.4585 7.7775
N 27.4201 -5.7350 8.1798
C 26.9351 -6.1396 9.5029
C 27.8474 -6.0152 10.7367
O 27.9621 -4.6998 11.3316
C 28.6993 -4.5682 12.5379
H 26.7031 -10.2356 6.1195
H 28.4189 -10.2254 6.4509
H 27.7711 -9.3584 5.0749
H 28.0992 -6.9725 5.7242
H 29.4661 -7.9315 6.4524
H 29.2370 -5.6155 7.4746
H 29.1780 -6.9064 8.5970
H 26.6803 -6.1414 7.6252
H 26.6947 -7.2015 9.4519
H 25.9870 -5.6437 9.7110
H 28.8138 -6.4893 10.5652
H 27.4059 -6.7367 11.4243
H 29.7209 -4.9408 12.4636
H 28.2423 -4.9079 13.4674
H 28.7995 -3.4895 12.6578
C 16.7265 -20.0178 8.5453
O 16.9754 -19.3028 9.7402
C 18.1571 -18.4910 9.7727
C 18.3147 -17.6430 11.0200
N 17.4456 -16.5606 11.1420
C 17.5776 -15.5261 10.0241
C 18.9707 -14.7828 9.9260
O 20.0161 -15.6615 9.5249
C 21.2715 -15.0631 9.1541
H 16.6998 -19.4236 7.6319
H 15.7138 -20.4182 8.5916
H 17.4106 -20.8662 8.5635
H 18.2601 -17.8313 8.9112
H 18.9799 -19.2045 9.7278
H 19.3249 -17.2351 10.9861
H 18.3046 -18.1926 11.9612
H 16.4836 -16.7415 11.3908
H 16.8786 -14.7155 10.2298
H 17.2066 -16.0407 9.1377
H 19.2243 -14.5340 10.9565
H 18.8768 -13.9402 9.2409
H 21.9937 -15.6582 8.5952
H 21.8133 -14.5592 9.9545
H 21.1659 -14.2648 8.4195
N 23.6723 -12.5224 -3.6697
C 22.5389 -11.9876 -3.1682
N 22.7837 -11.5218 -1.9608
O 21.4955 -11.9338 -3.7353
H 24.5462 -12.5608 -3.1648
H 23.6662 -12.7811 -4.6460
H 21.9762 -11.0912 -1.5335
H 23.7282 -11.2184 -1.7709
N 13.0788 -10.0454 9.1639
C 13.4901 -8.8142 9.2715
N 13.1705 -8.3659 10.4133
O 14.0262 -8.2360 8.4091
H 13.2534 -10.3157 8.2066
H 12.3720 -10.4212 9.7799
H 13.3577 -7.3926 10.6074
H 12.7668 -9.0467 11.0407
N 22.0864 -15.2058 2.3901
C 20.9253 -14.9812 2.9010
N 20.3973 -16.1056 3.3940
O 20.5013 -13.8550 2.9595
H 22.4120 -14.4224 1.8420
H 22.5832 -16.0805 2.3001
H 19.4447 -16.1714 3.7232
H 20.8710 -16.9734 3.1878
N 26.0664 -3.4594 -0.0144
C 25.3604 -4.1033 0.8637
N 25.1046 -3.3821 1.9688
O 24.9133 -5.2626 0.6755
H 26.0636 -3.8170 -0.9590
H 26.6610 -2.6851 0.2444
H 25.5760 -2.4972 2.0903
H 24.3149 -3.7467 2.4822
N 19.6545 -7.8662 5.7064
C 20.7751 -7.2715 5.4792
N 21.5743 -8.1326 4.8188
O 21.0113 -6.1077 5.6487
H 18.8306 -7.3229 5.9213
H 19.4962 -8.8583 5.6029
H 22.4560 -7.7772 4.4777
H 21.2261 -9.0425 4.5524